Record 1
Density functional theory data (wB97M-V/def2-TZVPD) for C29H38AsBrNO4RbS3Se as an isolated structure.

## Properties
energy above the lowest of the compared OMol25 structures with the same formula, charge and spin = 87.1 kJ/mol
max |F| = 0.6 eV/A
charge = -2

```
79
Properties=species:S:1:pos:R:3:forces:R:3
Rb -0.4894 0.3586 0.1821 0.04 -0.05 0.29
O -3.5969 -1.2210 3.9269 -0.13 -0.06 0.17
C -2.9971 -1.0454 2.6947 0.03 -0.16 -0.11
O -1.7705 -0.4169 2.7797 0.15 0.01 -0.03
C -3.4570 -1.6137 1.5626 -0.04 -0.01 -0.12
C -4.6390 -2.4751 1.5718 0.05 0.00 -0.09
C -5.0620 -3.0408 0.4183 0.07 0.05 -0.02
C -4.3793 -2.8004 -0.8102 -0.11 -0.03 0.01
C -3.2706 -1.9620 -0.7410 0.15 -0.02 0.09
N -2.8019 -1.3839 0.3466 -0.22 -0.06 0.00
C -2.4431 -1.6658 -1.9804 -0.17 -0.09 0.07
O -2.9940 -2.0180 -3.1719 -0.11 -0.02 0.00
O -1.3608 -1.1539 -1.9811 0.06 -0.28 -0.17
H -2.9507 -1.6705 4.4881 -0.02 0.01 0.04
H -5.1436 -2.6540 2.5109 -0.02 0.00 0.00
H -5.9249 -3.6989 0.4251 -0.02 0.00 0.02
H -4.6953 -3.3205 -1.7047 0.04 -0.04 -0.03
H -3.8803 -2.3557 -2.9933 -0.07 0.02 0.01
C 1.6296 -4.5802 -1.7197 0.07 0.04 -0.04
C 2.4136 -3.7794 -0.6815 -0.10 -0.05 -0.11
S 1.6725 -2.1512 -0.4219 0.13 0.12 0.22
C 3.0825 -1.0383 -0.5401 -0.11 0.15 0.09
C 3.6045 -0.8245 -1.9512 -0.02 0.04 0.02
S 2.3830 -0.1171 -3.1045 0.00 -0.08 0.09
C 2.0904 -1.4959 -4.2451 -0.06 -0.01 0.07
C 1.1467 -2.6118 -3.7630 0.09 -0.01 0.01
S 2.0124 -4.1954 -3.4530 -0.02 0.09 0.05
H 0.5552 -4.4616 -1.5677 0.01 -0.03 0.04
H 1.8571 -5.6453 -1.6301 0.00 -0.02 -0.01
H 3.4443 -3.6432 -1.0089 0.02 -0.05 -0.01
H 2.4242 -4.3118 0.2734 0.00 -0.06 -0.04
H 3.8823 -1.3934 0.1139 0.02 -0.04 0.00
H 2.7327 -0.0737 -0.0836 0.07 -0.15 -0.17
H 3.9838 -1.7427 -2.4113 -0.02 0.02 0.05
H 4.4237 -0.1056 -1.8991 0.02 0.01 0.01
H 3.0580 -1.9044 -4.5391 0.01 -0.05 -0.07
H 1.6687 -1.0095 -5.1279 -0.03 -0.04 0.00
H 0.3747 -2.8051 -4.5077 0.02 -0.01 -0.04
H 0.6526 -2.3197 -2.8390 -0.02 0.03 -0.06
Br 0.7296 -1.2388 4.0730 -0.14 0.07 -0.04
C 0.5583 0.6617 4.2037 -0.10 0.04 -0.09
C 1.6597 1.2731 4.7209 0.01 0.07 -0.01
C 1.6928 2.6685 4.8905 0.01 -0.06 0.02
C 0.6055 3.4146 4.5685 0.04 0.06 0.03
C -0.5477 2.8154 4.0163 -0.03 -0.02 -0.03
C -1.6440 3.6377 3.6552 0.08 -0.03 0.04
C -2.7467 3.1026 3.0671 -0.06 -0.06 -0.06
C -2.7956 1.7229 2.7971 -0.13 0.12 -0.06
C -1.7499 0.9104 3.1257 -0.02 -0.06 0.21
C -0.5871 1.4100 3.7854 0.14 0.00 0.01
H 2.5313 0.6768 4.9509 -0.03 0.04 0.02
H 2.5985 3.1384 5.2491 0.02 -0.01 0.00
H 0.6219 4.4939 4.6755 0.00 -0.06 -0.02
H -1.5652 4.7050 3.8269 0.01 -0.03 0.01
H -3.5782 3.7329 2.7742 0.00 -0.01 0.01
H -3.6519 1.2753 2.3069 0.01 0.00 0.00
Se 1.9742 2.0508 0.9935 0.46 0.33 -0.06
C -3.9458 2.8448 -3.1038 0.07 0.05 -0.01
C -2.5155 3.3859 -3.0534 -0.17 -0.13 -0.01
As -1.2368 1.9195 -2.7082 0.03 0.47 -0.07
C 0.4742 2.9067 -2.8256 0.00 0.11 0.05
C 0.4357 4.3526 -3.3162 0.03 -0.07 0.06
C -1.2508 1.0740 -4.4868 0.11 0.00 -0.10
C -1.0520 1.9883 -5.6912 0.00 -0.06 0.01
H -4.6784 3.6432 -3.2586 0.01 -0.02 0.00
H -4.2018 2.3304 -2.1744 0.02 0.01 -0.02
H -4.0690 2.1216 -3.9157 0.01 0.03 0.01
H -2.3992 4.0820 -2.2226 -0.02 0.04 0.04
H -2.2691 3.9278 -3.9660 0.00 0.03 -0.03
H 1.1284 2.2989 -3.4520 -0.02 0.03 -0.04
H 0.9060 2.8615 -1.8160 0.01 0.00 -0.04
H -0.0115 4.4582 -4.3088 0.02 -0.01 0.01
H 1.4540 4.7509 -3.3616 -0.04 0.00 0.01
H -0.1250 4.9894 -2.6281 0.01 -0.02 -0.02
H -2.1732 0.4963 -4.5675 -0.04 -0.01 -0.02
H -0.4449 0.3369 -4.4220 -0.04 0.00 -0.02
H -1.8503 2.7313 -5.7742 0.02 -0.04 0.01
H -1.0425 1.4142 -6.6240 0.00 0.02 0.00
H -0.1039 2.5281 -5.6267 -0.04 -0.03 0.02
```
Positions in Å, forces in eV/Å.

---

Record 2
Density functional theory data (wB97M-V/def2-TZVPD) for a 2-piece molecular cluster, C2H4FNO3 overall at a distorted geometry.

## Properties
energy above the lowest of the compared OMol25 structures with the same formula, charge and spin = 29.9 kJ/mol
SMILES = CC(=O)F.O=NO
max |F| = 3.4 eV/A

```
11
Properties=species:S:1:pos:R:3:forces:R:3
C 1.4801 -0.4978 0.2210 0.96 1.44 -0.23
C 0.6109 0.7782 0.1993 0.79 -0.19 -1.76
N -1.4865 -0.5220 -0.0711 -1.43 -1.31 0.55
O -2.0964 -1.3767 0.4886 0.94 0.60 -0.23
O -2.3546 0.2700 -0.7403 1.15 2.30 -2.29
O 0.2447 1.4617 -0.7172 0.68 -0.74 0.05
F 0.2987 1.1777 1.3987 -0.27 0.25 1.88
H 1.2208 -1.0941 1.1488 0.70 0.68 -1.25
H 1.2667 -1.0204 -0.7222 0.07 -0.06 0.53
H 2.6110 -0.1208 0.1279 -2.42 -0.99 0.64
H -1.7954 0.9442 -1.3335 -1.17 -1.98 2.11
```
Positions in Å, forces in eV/Å.

---

Record 3
Density functional theory data (wB97M-V/def2-TZVPD) for C9H4Cl2N2O3RhTm as an isolated structure at a distorted geometry.

## Properties
energy above the lowest of the compared OMol25 structures with the same formula, charge and spin = 247.6 kJ/mol
multiplicity = 7
max |F| = 11.2 eV/A
charge = +4
⟨S²⟩ = 12.043

```
22
Properties=species:S:1:pos:R:3:forces:R:3
Tm 4.9004 0.8447 0.5516 -0.12 -1.73 -0.48
Rh -0.2917 1.2922 0.8227 2.49 0.19 -2.56
Cl 4.1718 -1.2983 -0.2448 0.40 1.16 0.34
Cl 2.3790 1.1272 1.5580 -0.89 0.30 -0.57
C -1.0147 1.2257 2.5414 -3.80 -0.98 10.45
C 7.2110 0.0526 0.0907 3.09 -8.27 -4.20
C 7.5007 1.5815 0.9452 4.39 8.18 4.62
O -1.4427 1.0490 3.6260 2.57 1.08 -6.68
O 8.1482 -0.6388 -0.1883 -4.57 4.66 2.03
O 8.2976 2.3430 1.3281 -3.27 -4.17 -2.21
N -6.2817 0.9336 -1.9344 -1.45 0.72 -0.47
C -5.2397 0.5396 -1.5902 2.49 -1.39 0.72
C -4.0217 -0.0786 -1.1841 -2.47 0.53 -0.53
C -3.7498 -1.4142 -1.4856 0.28 -0.07 0.22
C -2.5998 -1.9505 -0.9696 -0.59 -1.81 -1.06
C -1.6793 -1.2273 -0.2479 -1.13 0.71 -0.56
N -1.9737 0.0901 0.0366 -0.33 0.21 -0.33
C -3.1629 0.6263 -0.3493 1.88 1.19 1.13
H -4.4456 -1.9883 -2.0542 -0.33 -0.45 -0.48
H -2.4438 -2.9969 -1.2285 0.40 0.10 0.35
H -0.7665 -1.7675 0.0150 0.11 0.80 0.42
H -3.4951 1.6550 -0.0386 0.86 -0.95 -0.14
```
Positions in Å, forces in eV/Å.

---

Record 4
Density functional theory data (wB97M-V/def2-TZVPD) for C30H26GeN3O4RhS2 as an isolated structure at a distorted geometry.

## Properties
energy above the lowest of the compared OMol25 structures with the same formula, charge and spin = 169.3 kJ/mol
multiplicity = 6
max |F| = 2.1 eV/A
charge = +1
⟨S²⟩ = 8.798

```
67
Properties=species:S:1:pos:R:3:forces:R:3
Rh -1.0155 -0.6664 -0.0534 -0.64 -1.76 0.29
O -2.9428 -0.5621 0.9968 0.19 0.35 -0.12
N -3.4003 -1.6442 1.5993 0.05 -0.34 0.03
C -4.4993 -1.5035 2.3779 -0.15 0.05 0.04
C -5.0668 -2.5805 2.9955 0.00 -0.02 0.02
C -4.4958 -3.8446 2.8243 0.10 -0.02 -0.08
C -3.3634 -3.9673 2.0591 -0.08 0.02 0.06
C -2.7920 -2.8464 1.4431 0.05 0.14 -0.07
S -1.3603 -2.9601 0.4956 0.07 0.28 -0.01
H -4.8708 -0.4932 2.4508 0.03 0.01 -0.05
H -5.9469 -2.4398 3.6047 0.00 0.04 -0.01
H -4.9350 -4.7155 3.2901 0.00 0.01 0.02
H -2.8756 -4.9193 1.9079 -0.02 -0.01 0.02
C 5.1208 -4.4525 3.7057 0.04 0.04 0.01
C 4.3325 -3.4816 2.8782 -0.08 0.02 0.04
C 4.6792 -3.2266 1.5511 0.01 -0.02 -0.02
C 3.9903 -2.2937 0.8007 0.05 0.07 -0.09
C 2.9285 -1.6236 1.3926 -0.25 0.16 -0.05
C 2.5375 -1.8707 2.7039 -0.02 -0.07 -0.02
C 3.2527 -2.7970 3.4385 0.03 -0.03 -0.04
S 2.0624 -0.3887 0.5141 0.20 0.00 -0.11
O 0.8739 -0.0236 1.2627 0.32 -0.01 -0.09
O 2.9005 0.6295 -0.0216 0.08 -0.07 0.07
N 1.4202 -1.2359 -0.8476 -0.14 0.21 0.43
C 0.8516 -0.8587 -2.2468 0.15 -0.10 -0.10
C 1.4902 0.1607 -3.0539 0.04 0.00 0.04
C 0.7431 0.7837 -4.0130 -0.02 0.00 -0.05
C -0.6185 0.4812 -4.1495 0.06 0.05 -0.10
C -1.2113 -0.3885 -3.2203 0.08 -0.25 0.15
N -0.5402 -1.0019 -2.2729 0.09 0.36 -0.15
H 5.6680 -5.1593 3.0852 -0.01 0.00 -0.01
H 4.4791 -5.0057 4.3899 -0.01 -0.01 -0.02
H 5.8478 -3.9054 4.3102 0.02 -0.03 0.00
H 5.5004 -3.7691 1.1013 0.01 0.01 0.00
H 4.2684 -2.0982 -0.2275 0.03 0.00 0.02
H 1.6933 -1.3467 3.1283 0.01 0.00 0.01
H 2.9639 -2.9999 4.4618 0.01 0.01 0.01
H 2.5454 0.3555 -2.9162 0.00 0.00 -0.01
H 1.2050 1.5132 -4.6652 -0.01 0.01 0.01
H -1.2338 0.9755 -4.8859 0.00 -0.02 -0.01
H -2.2825 -0.5539 -3.2141 -0.02 0.11 -0.01
O 2.3847 -2.9935 -2.1841 0.00 -0.01 0.09
C 1.7452 -2.0644 -1.8370 -0.03 -0.09 -0.24
Ge -1.2753 1.9298 -0.1861 -0.34 2.03 0.08
C -2.3912 2.6335 -1.6527 0.24 -0.47 0.23
C -3.7701 2.4863 -1.4948 0.00 -0.02 -0.06
C -4.6465 3.0205 -2.4281 -0.01 -0.01 0.00
C -4.1507 3.6975 -3.5337 -0.02 0.00 0.00
C -2.7798 3.8361 -3.7065 0.05 -0.01 -0.01
C -1.9022 3.2958 -2.7774 -0.04 0.02 -0.01
C 0.3897 2.9317 0.0764 -0.21 -0.38 -0.14
C 1.2304 3.3456 -0.9552 0.03 -0.03 0.02
C 2.3546 4.1086 -0.6797 0.00 -0.02 -0.05
C 2.6616 4.4430 0.6312 0.00 0.01 0.03
C 1.8449 4.0132 1.6693 0.01 0.00 0.00
C 0.7196 3.2531 1.3938 0.01 0.02 -0.02
H -2.1046 2.2656 1.0759 0.03 -0.30 0.02
H -4.1571 1.9584 -0.6302 -0.03 0.02 0.00
H -5.7147 2.9143 -2.2906 0.00 0.00 0.00
H -4.8320 4.1213 -4.2597 0.00 0.00 0.00
H -2.3931 4.3744 -4.5626 -0.01 0.00 0.00
H -0.8373 3.4189 -2.9240 0.00 0.03 0.00
H 1.0148 3.0706 -1.9802 0.02 0.02 -0.01
H 2.9941 4.4400 -1.4877 0.01 0.00 0.01
H 3.5402 5.0371 0.8454 0.00 0.00 0.00
H 2.0855 4.2723 2.6922 0.00 0.00 0.00
H 0.0854 2.9150 2.2053 0.01 0.02 0.02
```
Positions in Å, forces in eV/Å.

---

Record 5
Density functional theory data (wB97M-V/def2-TZVPD) for C6H17BrCaNO2 as an isolated structure at a distorted geometry.

## Properties
multiplicity = 2
max |F| = 4.7 eV/A
charge = +2
⟨S²⟩ = 0.755

```
28
Properties=species:S:1:pos:R:3:forces:R:3
Ca 2.0479 2.5445 -5.7277 -0.18 -0.38 1.68
Br 1.7473 1.7253 -3.0121 0.39 0.40 -1.96
C -1.1197 2.3087 1.2854 0.06 0.84 1.18
C -0.6597 2.8593 -0.0361 -0.10 -1.26 0.27
O -0.9066 1.8013 -0.9943 0.32 0.64 -0.27
H -2.1929 2.4082 1.4479 -0.02 -0.04 -0.20
H -0.6330 2.9055 2.0568 -0.17 0.11 0.28
H -0.8377 1.2814 1.5163 0.19 -0.04 -0.53
H 0.4088 3.0738 -0.0148 0.16 -0.04 0.05
H -1.1594 3.8007 -0.2646 -0.26 -0.15 -0.28
H -0.1638 1.8744 -1.5980 -0.27 -0.13 -0.42
C 1.8399 -0.6640 0.0448 0.86 0.26 0.66
C 1.1528 -1.9537 -0.2389 2.43 -0.11 -1.82
C -0.2857 -1.8933 0.2275 -2.58 -0.70 0.84
O -0.2573 -1.7342 1.6602 -0.53 0.34 -1.98
C -1.5950 -1.5360 2.1437 -0.90 0.47 0.49
N 1.2267 -2.2625 -1.6996 -3.11 1.04 3.36
H 2.8847 -0.7943 -0.2370 0.16 0.27 0.25
H 1.7428 -0.4825 1.1152 0.31 0.03 -0.04
H 1.4586 0.2304 -0.4479 -0.37 -0.28 -0.26
H 1.5392 -2.7920 0.3407 0.34 -0.20 0.01
H -0.8005 -2.8192 -0.0287 0.18 -0.52 0.20
H -0.8406 -1.1590 -0.3565 0.00 0.87 0.53
H -1.5718 -1.4684 3.2314 0.34 -0.70 -0.06
H -2.3130 -2.2623 1.7627 0.42 -0.69 0.28
H -2.1212 -0.6103 1.9106 0.80 0.65 -0.73
H 0.5192 -2.9488 -1.9199 0.52 -1.44 -0.55
H 0.8900 -1.4331 -2.1673 1.00 0.80 -0.98
```
Positions in Å, forces in eV/Å.

---

Record 6
Density functional theory data (wB97M-V/def2-TZVPD) for a 2-piece molecular cluster, C3H8NO overall at a distorted geometry.

## Properties
energy above the lowest of the compared OMol25 structures with the same formula, charge and spin = 626.9 kJ/mol
max |F| = 7.9 eV/A
charge = -1

```
13
Properties=species:S:1:pos:R:3:forces:R:3
C 1.2444 -0.0438 -0.4840 1.31 -1.55 -0.01
N 2.7063 0.0570 -0.0926 -0.63 2.63 1.93
C -0.0718 -0.1377 0.4645 2.37 0.45 -2.18
C -1.3895 -0.1483 -0.2537 -2.99 -3.52 6.39
O -2.4381 -0.0314 0.6040 2.90 -0.20 -4.01
H 1.0895 0.4891 -1.4695 -0.73 0.11 0.67
H -0.7877 1.6346 -1.0744 -1.18 -1.90 -0.01
H 1.6971 -0.9976 -0.6825 -2.25 -1.83 -1.39
H 2.7925 0.9368 0.4667 0.32 -0.27 -0.30
H -0.0741 -0.9628 1.1662 0.27 -0.36 -0.18
H -0.0758 0.7450 1.0240 -0.09 1.40 1.31
H -1.3502 0.8944 -0.9104 1.17 4.19 -1.89
H -1.4290 -0.9087 -1.0652 -0.46 0.85 -0.33
```
Positions in Å, forces in eV/Å.

---

Record 7
Density functional theory data (wB97M-V/def2-TZVPD) for a 2-piece molecular cluster, C5H11NO overall at a distorted geometry.

## Properties
energy above the lowest of the compared OMol25 structures with the same formula, charge and spin = 312.6 kJ/mol
SMILES = C=C/C=C(/C)N.O
max |F| = 3.8 eV/A

```
18
Properties=species:S:1:pos:R:3:forces:R:3
N 0.2214 0.3640 -2.4104 0.52 -1.64 1.05
C 0.8231 -0.6856 -1.6475 0.47 2.07 3.17
C 0.2633 -1.2040 -0.4895 1.94 0.70 -2.65
C -0.8383 -0.6194 0.2064 -1.82 -2.59 1.29
C -1.1283 -1.0255 1.4761 -0.72 -0.29 -0.87
C 2.3496 -0.6142 -1.6847 0.89 -1.30 0.69
H -0.7505 0.2439 -2.1770 -0.57 0.55 -1.04
H 0.4721 0.2174 -3.3834 -0.55 0.32 -0.03
H 0.9158 -1.9979 -0.1224 -0.43 0.45 0.89
H -1.6628 -0.2035 -0.3802 0.51 0.82 0.33
H -2.0999 -0.7834 1.9418 0.74 0.13 -0.21
H -0.5812 -1.8691 1.9360 0.06 0.96 -0.09
H 2.5756 -1.1906 -2.5919 1.18 0.40 0.16
H 2.7251 0.4425 -1.6998 -0.73 -0.89 -0.52
H 2.9130 -1.0332 -0.7282 -1.52 0.32 -2.14
H -1.5732 1.9769 3.5124 0.17 -0.08 0.05
H -2.0441 3.3948 3.3436 0.00 0.19 0.02
O -1.3790 2.8745 3.8019 -0.15 -0.12 -0.09
```
Positions in Å, forces in eV/Å.

---

no.,total energy (eV)
1,-269757.33145
2,-12486.03228
3,-76050.09091
4,-125373.68909
5,-100545.41107
6,-6771.49457
7,-8898.45760